[1]
86
Properties=species:S:1:pos:R:3:forces:R:3 method="wB97M-V/def2-TZVPD" de_lowest_kj_mol=479.9 charge=0 homo_energy_ha="-0.314 / -0.314" gap_ev="6.900 / 6.778" lumo_ev="-1.63 / -1.76" mol_weight_g_mol=823.8
Co 1.11813 -0.63150 -1.09465 0.739 -0.807 -1.042
O 1.34764 -1.36050 -4.35199 -0.056 0.055 0.004
S 0.32779 -2.09366 -3.65258 0.098 -0.138 -0.057
O -0.87790 -2.40435 -4.36485 -0.008 -0.012 0.008
O -0.04042 -1.44113 -2.34813 0.026 0.343 0.300
C 1.04758 -3.68644 -3.22532 -0.052 -0.186 0.027
C 1.14760 -4.49497 -4.36186 -0.049 0.075 0.081
C 1.64074 -5.78273 -4.29718 0.024 -0.037 -0.031
C 2.02798 -6.30561 -3.07374 0.016 -0.032 -0.001
C 1.93948 -5.51627 -1.94422 -0.009 0.041 0.010
C 1.47502 -4.19850 -1.99342 0.184 0.111 -0.225
S 1.72712 -3.53356 -0.29237 0.067 -0.136 0.075
O 3.18747 -3.37238 -0.18819 -0.073 0.090 -0.141
O 3.36645 -1.90128 -2.57833 -0.294 0.342 -0.045
O 1.00116 -2.17516 -0.18873 -0.234 0.172 0.602
H 0.81223 -4.08989 -5.30765 -0.001 -0.008 0.003
H 1.71145 -6.37924 -5.19753 -0.018 0.008 0.007
H 2.40241 -7.31837 -2.99884 -0.016 0.009 0.008
H 2.25791 -5.91816 -0.98811 0.003 -0.005 -0.018
N 4.14592 6.04169 2.55919 -0.050 -0.042 0.016
C 3.83032 4.72392 2.28553 0.005 0.043 0.009
C 2.89293 4.41242 1.29325 -0.020 0.019 -0.010
C 2.53166 3.10264 1.05935 -0.019 -0.029 0.050
C 3.10701 2.08317 1.81024 0.078 0.132 0.002
C 4.04690 2.37439 2.78842 0.022 -0.013 -0.061
C 4.40457 3.68793 3.02590 0.004 -0.012 0.020
S 2.57463 0.43173 1.61009 -0.086 0.036 0.055
O 3.55646 -0.44744 2.16296 -0.003 0.000 -0.023
O 1.21415 0.32797 2.05143 -0.102 -0.015 0.005
N 2.46392 0.27372 -0.04539 0.168 -0.451 0.077
C 3.47405 -0.29834 -0.74511 0.319 0.109 0.542
N 4.78035 -0.09290 -0.39406 -0.431 0.233 -0.203
C 5.72795 -0.78617 -0.91529 0.185 -0.270 0.019
C 5.68068 -1.89839 -1.81705 0.008 0.136 0.103
C 4.60248 -2.34929 -2.47815 0.144 -0.238 0.025
N 2.86673 -0.87143 -1.77658 -0.258 0.104 -0.326
H 3.93744 6.71947 1.84702 0.024 0.006 -0.017
H 5.00211 6.21337 3.05664 0.020 0.005 -0.012
H 2.44459 5.20989 0.71210 0.013 -0.013 0.002
H 1.80667 2.86685 0.28941 -0.011 0.005 0.032
H 4.49698 1.56610 3.34941 -0.011 0.017 0.003
H 5.13113 3.91979 3.79567 -0.001 -0.005 -0.016
H 6.72314 -0.48254 -0.59344 -0.003 -0.044 -0.022
H 6.59903 -2.43888 -1.99247 0.009 0.025 0.012
H 4.68098 -3.22010 -3.11895 -0.001 0.000 0.003
C -5.30585 1.28734 -0.38913 -0.020 -0.054 -0.020
C -3.92476 0.82899 -0.90071 -0.173 0.030 0.001
C -3.48988 1.79871 -2.01548 0.016 0.055 0.108
C -4.07350 -0.54028 -1.58509 0.037 0.036 -0.015
Si -2.73480 0.74942 0.59577 0.134 0.059 -0.329
Br -0.69015 0.89586 -0.57141 -0.209 0.269 0.281
C -2.78512 -0.87394 1.56835 -0.111 -0.106 0.088
C -4.26159 -1.18032 1.90212 0.008 -0.004 -0.012
C -2.03252 -0.79169 2.90381 -0.063 -0.020 0.004
C -2.18215 -2.04443 0.77817 -0.069 -0.001 0.045
C -2.62110 2.33259 1.64743 -0.036 0.119 0.102
C -1.34925 2.36864 2.52155 -0.015 0.029 -0.095
C -2.60908 3.58790 0.75828 -0.088 -0.054 0.021
C -3.84528 2.41471 2.58054 0.032 -0.006 0.033
H -6.02533 1.21850 -1.21112 -0.005 0.000 0.020
H -5.29169 2.32589 -0.05458 -0.008 -0.013 -0.027
H -5.68322 0.67149 0.43133 -0.001 0.044 -0.052
H -4.30818 1.86754 -2.73906 0.016 0.013 0.005
H -2.61250 1.43135 -2.54441 -0.007 -0.022 -0.020
H -3.27231 2.80532 -1.66080 -0.030 -0.029 -0.021
H -4.74685 -0.42269 -2.44020 0.008 -0.013 0.009
H -4.49967 -1.30447 -0.93784 0.005 -0.001 -0.018
H -3.11788 -0.90098 -1.97288 -0.005 -0.017 0.012
H -4.72374 -0.38979 2.49955 0.014 -0.037 -0.001
H -4.29328 -2.09988 2.49438 -0.013 0.009 0.003
H -4.88093 -1.33656 1.01979 0.034 -0.037 0.025
H -2.49511 -0.08100 3.59061 0.048 -0.026 -0.006
H -0.98320 -0.53772 2.77933 0.117 0.059 -0.032
H -2.08117 -1.77834 3.37659 0.006 0.024 0.005
H -2.66384 -2.21889 -0.18132 0.014 0.014 -0.014
H -2.29586 -2.95383 1.37816 -0.008 0.000 -0.017
H -1.11838 -1.90234 0.60611 0.016 -0.003 -0.006
H -0.45553 2.02737 1.99982 -0.027 0.047 0.031
H -1.45244 1.76587 3.42049 0.015 -0.031 -0.012
H -1.17711 3.40253 2.83774 -0.025 -0.022 0.031
H -1.77833 3.58436 0.05023 0.014 0.012 0.016
H -2.49759 4.46732 1.39998 -0.002 -0.007 -0.015
H -3.53740 3.70761 0.19793 0.024 0.005 0.019
H -3.90030 1.55978 3.25780 0.010 0.060 -0.004
H -4.78907 2.47738 2.03811 0.009 0.013 0.009
H -3.75665 3.31486 3.19763 -0.013 -0.015 -0.005

***

[2]
121
Properties=species:S:1:pos:R:3:forces:R:3 method="wB97M-V/def2-TZVPD" charge=+1 homo_energy_ha="-0.472 / -0.472" s2=4.00 gap_ev="4.997 / 7.216" lumo_ev="-7.83 / -5.61" mol_weight_g_mol=1425.4 multiplicity=4
Cr -0.36669 0.77383 -2.91021 3.392 1.661 -1.968
Cu 4.29412 -1.27704 -0.30528 -0.076 0.832 0.325
C 1.02742 4.17591 -4.58920 -0.364 1.173 -0.478
C 0.36558 2.97430 -3.98169 3.001 2.364 -3.212
O 0.11534 2.84976 -2.81101 -2.134 -0.718 6.180
O 0.22239 1.92429 -4.59759 -1.510 -3.587 -2.526
H 0.73697 4.32714 -5.62885 -0.270 -0.441 -0.030
H 2.11664 4.18292 -4.62980 0.091 -0.906 0.373
H 0.80524 5.12881 -4.10888 -0.400 -0.275 0.459
N 4.41494 -0.26926 -2.27997 -5.321 3.894 3.928
S 5.17297 -0.59205 -3.49503 6.672 -4.953 -6.957
O 6.54564 -0.15870 -3.54425 -1.777 0.695 -0.051
O 4.37196 -0.69748 -4.70004 0.266 0.941 1.207
F 5.44393 -2.14593 -3.14306 -0.538 -0.055 0.341
S 3.45683 1.06972 -2.79883 0.482 2.864 2.233
O 2.01902 0.78583 -2.74002 2.028 -0.062 -0.514
O 4.00056 2.05606 -3.73364 -1.331 -2.953 0.874
F 3.75622 1.87748 -1.44851 -0.715 -0.778 -0.290
N -0.03759 0.14812 -1.10789 -1.595 -3.244 2.401
S 0.82334 0.38226 0.17163 7.033 8.518 3.499
O 2.09825 -0.32936 0.28531 -2.439 -0.116 -0.362
O 0.12575 0.83655 1.37158 0.668 -2.325 -1.971
F 1.35764 1.82356 -0.33108 -0.645 -1.033 -0.236
S -0.70934 -1.22093 -0.27971 -6.514 -3.933 -1.796
O -1.81424 -0.85199 0.59935 2.718 -0.658 -1.518
O 0.11020 -2.38852 -0.10486 0.090 2.091 0.667
F -1.46148 -1.65043 -1.62488 -0.240 0.406 -0.164
C 2.10232 -2.59666 -2.55870 -0.664 -0.442 0.240
O 1.76220 -2.72171 -3.97604 -1.596 1.125 -0.360
C 0.85761 -1.87707 -4.53045 2.436 0.657 -0.032
O 0.31533 -0.91497 -3.92415 -0.652 -0.908 -0.376
O 0.85120 -2.04106 -5.84571 0.521 -0.454 1.826
C 0.06647 -1.26632 -6.72609 -2.113 0.794 -0.250
H 1.79797 -3.48634 -2.00739 -0.623 -0.093 -0.447
H 1.58692 -1.73689 -2.13063 0.498 -0.039 -0.100
H 3.18208 -2.62060 -2.41157 -0.006 0.604 -0.746
H 0.26340 -1.54945 -7.76009 0.352 -0.172 0.417
H 0.07730 -0.18095 -6.62632 1.142 0.045 0.322
H -0.98860 -1.44212 -6.51625 -0.123 -0.590 -0.127
C 4.99486 -3.14941 4.95891 -0.829 -0.698 1.212
O 5.12975 -2.55891 3.67935 -0.029 -0.709 -0.393
C 4.31181 -1.66348 3.20509 -1.028 1.994 1.718
O 4.51840 -1.17605 2.11249 -0.934 -0.174 -0.800
O 3.36661 -1.21086 4.14412 1.957 -2.330 -0.834
C 2.53714 -0.10230 3.85740 0.481 0.676 -1.424
H 5.19652 -2.42086 5.74418 0.270 -0.163 -0.105
H 5.59518 -4.05711 5.02051 0.716 0.607 -0.290
H 4.01267 -3.57857 5.15694 -0.435 0.547 -0.378
H 1.77773 -0.36559 3.12115 -0.113 -0.052 0.176
H 3.20192 0.62555 3.39222 -0.437 0.468 0.090
H 2.08382 0.28750 4.76881 0.264 -0.353 0.005
C -4.33389 -0.23669 2.91523 -0.976 -0.959 0.257
C -4.81634 -1.59167 3.59681 0.334 3.170 -0.034
O -3.98376 -2.64842 3.20479 0.628 -1.383 0.258
C -4.05535 -3.20800 2.00937 -1.422 1.405 -1.117
O -4.78139 -2.84955 1.09745 1.072 -0.689 1.230
C -3.03627 -4.36785 1.85467 -3.012 0.388 1.173
F -2.02313 -3.96400 1.18492 2.006 0.436 -1.997
F -2.59506 -4.75713 3.03016 0.127 -0.887 0.727
F -3.70815 -5.35561 1.23485 0.840 -0.081 0.101
H -5.19461 0.43161 2.89014 -0.110 -0.034 -0.337
H -4.01061 -0.50135 1.90847 -0.042 0.408 -0.013
H -3.57713 0.34582 3.44067 0.330 -0.594 0.168
H -5.88370 -1.71487 3.41333 0.217 -0.559 -0.387
H -4.68329 -1.44624 4.66884 0.031 -0.538 -0.023
C -3.54217 -9.76473 -3.26510 0.305 0.999 1.379
C -2.59392 -8.65326 -3.83915 -0.964 -2.703 -1.811
O -2.21187 -7.72413 -2.88107 1.707 3.374 1.105
C -1.52378 -6.53739 -3.21972 -0.008 -1.086 -2.620
O -1.22372 -6.17716 -4.36856 -1.026 -1.081 3.833
C -1.08090 -5.67379 -1.91929 -1.702 -1.642 -1.378
F -1.60524 -6.19965 -0.82507 -0.100 0.194 0.242
F 0.22411 -5.67282 -1.79835 0.944 0.163 -0.090
F -1.51275 -4.42192 -2.07385 0.081 0.094 0.058
H -4.44428 -9.35807 -2.80801 -0.321 0.139 -0.593
H -3.09852 -10.24107 -2.39081 0.596 0.077 0.000
H -3.75622 -10.61126 -3.91753 -0.010 0.568 -0.508
H -3.01861 -8.20691 -4.73832 -0.191 0.402 0.240
H -1.77355 -9.26329 -4.21722 0.721 0.532 0.140
C 3.95097 5.16739 -1.84335 -0.373 -1.121 0.578
C 3.22451 4.86113 -0.47566 0.857 -0.407 -0.758
O 4.19369 4.29822 0.50276 0.006 -1.141 0.997
C 3.92268 3.23044 1.36297 -2.992 2.237 -3.200
O 2.84632 2.69659 1.48278 1.175 0.454 0.100
C 5.04922 2.81436 2.22886 2.198 1.231 0.888
F 6.16492 3.59706 2.02389 -1.055 -1.468 0.098
F 4.67708 2.97038 3.48167 -0.392 0.922 1.260
F 5.29892 1.52538 2.15725 0.783 -0.645 -1.241
H 4.80537 5.84390 -1.86437 -0.302 0.221 0.609
H 3.20324 5.51264 -2.55735 -0.150 0.337 0.181
H 4.32014 4.24603 -2.29380 0.033 -0.184 0.231
H 2.42393 4.13783 -0.63068 0.144 -0.072 0.009
H 2.76471 5.77838 -0.10778 0.333 -0.106 0.536
C -0.91142 2.75870 4.09533 0.029 -0.658 -0.145
C -1.36937 4.11449 4.56925 1.632 0.555 0.189
O -2.75339 4.17912 4.39372 -3.186 0.244 -0.256
C -3.63166 3.51713 5.17694 3.075 -0.084 2.827
O -3.31424 2.88981 6.17440 -0.538 0.610 -1.598
C -5.08808 3.67430 4.82184 -0.789 1.482 -2.258
F -5.89826 3.06318 5.64672 0.140 -0.217 0.079
F -5.50634 4.95590 4.66744 0.562 -0.432 0.835
F -5.21016 3.17450 3.56562 -0.278 -0.808 0.025
H 0.12865 2.62275 3.79894 0.192 0.409 0.514
H -1.43994 2.52673 3.17069 -0.218 0.091 -0.063
H -1.20682 1.99364 4.81333 0.204 -0.048 0.038
H -0.92962 4.94015 4.00977 -0.439 -0.177 -0.914
H -1.05509 4.49076 5.54277 -0.323 -1.035 0.694
C -4.56805 2.65465 0.19359 0.276 0.675 0.983
C -3.15532 2.53402 0.85616 -2.966 -2.555 -0.711
O -2.18339 3.33941 0.29637 1.493 3.163 0.473
C -2.09562 4.62657 0.77579 -2.223 0.354 1.305
O -2.91132 5.17402 1.53711 3.190 -1.871 -2.598
C -0.86088 5.37709 0.10433 -1.409 0.841 0.719
F -0.09051 4.60124 -0.64062 0.262 -0.209 0.364
F -1.38578 6.30839 -0.70022 -0.160 0.020 -0.363
F -0.14650 6.05829 1.01525 0.051 -0.885 -0.177
H -5.26682 1.92616 0.60482 0.396 -0.474 0.025
H -4.58230 2.55846 -0.89207 0.191 0.182 0.055
H -5.02382 3.58115 0.54284 0.097 0.346 -0.536
H -2.81760 1.53209 0.59127 0.198 -0.125 0.456
H -3.32014 2.58638 1.93235 0.599 0.490 -0.014

***

| no. | DFT total energy (eV) |
| --- | --- |
| 1 | -200075.410 |
| 2 | -253920.418 |